1.
C24H19O4PW as an isolated structure. Source: the OMol25 dataset; level of theory: ωB97M-V/def2-TZVPD.

```
49
Properties=species:S:1:pos:R:3
W 0.665 1.620 1.482
C -3.585 -3.052 1.760
C -3.771 -2.546 0.490
C -2.938 -1.604 -0.086
C -1.933 -1.022 0.757
C -1.869 -1.411 2.130
C -2.753 -2.351 2.619
P -0.771 0.109 0.168
C -1.585 1.142 -1.034
C -2.672 1.947 -0.649
C -3.429 2.589 -1.587
C -3.002 2.536 -2.941
C -1.805 1.989 -3.290
C -1.082 1.277 -2.375
C 0.505 -0.781 -0.798
C 0.304 -2.015 -1.376
C 1.445 -2.550 -2.089
C 2.582 -1.879 -2.237
C 2.795 -0.563 -1.707
C 3.929 0.245 -1.896
C 3.950 1.547 -1.465
C 3.010 2.030 -0.503
C 1.928 1.219 -0.167
C 1.725 -0.050 -0.892
H -4.150 -3.826 2.294
H -4.611 -2.942 -0.127
H -3.082 -1.186 -1.082
H -1.164 -0.956 2.765
H -2.649 -2.653 3.635
H -2.977 1.795 0.427
H -4.378 2.950 -1.237
H -3.603 2.973 -3.699
H -1.308 1.749 -4.206
H -0.384 0.527 -2.694
H -0.721 -2.403 -1.181
H 1.367 -3.581 -2.456
H 3.327 -2.434 -2.801
H 4.773 0.014 -2.528
H 4.838 2.222 -1.766
H 3.253 3.002 -0.077
O -0.351 3.229 1.801
O 0.567 3.382 0.659
C 3.278 -0.293 4.498
O 2.955 0.961 3.803
C 1.932 0.924 2.988
O 1.334 -0.115 2.588
H 3.742 0.035 5.421
H 3.993 -0.837 3.941
H 2.377 -0.961 4.718
```

For the HOMO energy (alpha / beta), the calculation gives -15.0105 / -14.9575 eV. Its charge is +2. The spin multiplicity is 3. The energy comes out at -44478.9502 eV. The orbital gap (alpha / beta) is 7.59 / 4.54 eV.

These are the Löwdin partial charges, in e, on atoms 1 to 6:
1. W 1.58
2. C -0.03
3. C -0.06
4. C -0.06
5. C -0.37
6. C -0.06



2.
A 2-piece molecular cluster, C2H5NOS overall. Source: the OMol25 dataset; level of theory: ωB97M-V/def2-TZVPD.

```
10
Properties=species:S:1:pos:R:3
C 0.555 -0.630 0.554
C -0.255 0.100 1.621
N -0.056 0.387 -1.576
O -0.229 1.389 1.662
S 0.805 -2.058 -0.067
H -1.028 -0.444 0.920
H 0.077 -0.479 2.489
H -0.877 0.729 -2.081
H 0.525 1.105 -1.206
H 0.482 -0.099 -2.317
```

For the HOMO energy (alpha / beta), the calculation gives -8.4113 / -8.4137 eV. The value obtained for the energy relative to the best compared isomer or geometry (same formula, charge and spin) is 514.2 kJ/mol. The energy comes out at -16523.0518 eV. The orbital gap (alpha / beta) is 7.06 / 7.06 eV.

These are the Löwdin partial charges, in e, on atoms 1 to 6:
1. C -0.50
2. C -0.51
3. N 0.01
4. O -0.18
5. S 0.78
6. H 0.15



Question: Look up the energy of the second one.
Answer: -16523.0518 eV